(1)
A structure of composition C28H25Co2N2O7 at a distorted geometry, computed with ωB97M-V with the def2-TZVPD basis set.

Last column: natural (NBO) charge in e.
Atoms and positions in Å:
1 C 4.14844 3.54235 1.20300  -0.41
2 N 2.82110 3.23577 0.71373  -0.45
3 C 2.36694 1.87483 0.44400  0.30
4 C 3.18476 1.16754 -0.64612  -0.62
5 C 2.49369 0.96938 1.67199  -0.63
6 N 0.99462 2.09572 0.03124  -0.68
7 C 0.51867 3.41558 0.39160  -0.11
8 C -0.46633 3.59962 1.56492  -0.43
9 C -1.92129 3.20446 1.38492  -0.04
10 C -2.70355 3.76312 0.36330  -0.16
11 C -4.03046 3.34505 0.18460  -0.23
12 C -4.57562 2.37186 1.03450  -0.23
13 C -3.82425 1.88087 2.10768  -0.20
14 C -2.51122 2.31247 2.29106  -0.19
15 C 1.82430 4.17194 0.70608  0.70
16 O 1.95309 5.38081 0.87259  -0.65
17 H 4.32719 4.62251 1.16585  0.24
18 H 4.27521 3.19598 2.24165  0.19
19 H 4.87972 3.01214 0.58264  0.20
20 H 3.14008 1.70965 -1.60241  0.22
21 H 4.23135 1.05893 -0.31465  0.20
22 H 2.77940 0.15966 -0.82410  0.23
23 H 1.96302 1.39702 2.53149  0.20
24 H 2.05815 -0.01355 1.44225  0.23
25 H 3.55534 0.82505 1.93255  0.20
26 H 0.36437 1.30735 0.12958  0.40
27 H 0.07800 3.90946 -0.48525  0.20
28 H -0.04278 3.07694 2.44396  0.21
29 H -0.45699 4.69465 1.75420  0.23
30 H -2.27787 4.53910 -0.27997  0.20
31 H -4.64229 3.78071 -0.61050  0.21
32 H -5.58478 1.98993 0.86271  0.21
33 H -4.25824 1.16180 2.80817  0.21
34 H -1.92882 1.97433 3.15014  0.21
35 O -2.54609 -1.00968 -2.90871  -0.55
36 C -1.70195 -1.02187 -2.11302  0.53
37 Co -0.34457 -1.02992 -1.08567  0.03
38 C 0.53180 -0.03275 -2.30056  0.51
39 O 1.02679 0.59386 -3.14101  -0.54
40 C -1.10595 -0.41715 0.40113  0.39
41 O -1.73729 -0.25447 1.37101  -0.56
42 C -0.03379 -3.10989 -1.16864  -0.25
43 C -1.16965 -3.88612 -0.69890  -0.09
44 C -1.55590 -3.81168 0.65484  -0.20
45 C -2.77659 -4.34138 1.06556  -0.20
46 C -3.56241 -5.05462 0.14961  -0.25
47 C -3.12387 -5.25320 -1.17102  -0.23
48 C -1.91174 -4.69515 -1.59742  -0.16
49 C 0.71331 -2.79968 -2.29858  -0.12
50 C 0.70087 -2.15979 -3.49377  -0.58
51 Co 1.77232 -3.16754 -0.92725  -0.11
52 C 1.71842 -2.79373 0.79679  0.54
53 O 1.72274 -2.49240 1.91681  -0.55
54 C 3.03022 -2.27811 -1.77596  0.55
55 O 3.77908 -1.66181 -2.41238  -0.54
56 C 2.75580 -4.66115 -0.93401  0.52
57 O 3.52655 -5.52277 -0.92777  -0.53
58 H -0.88441 -3.33381 1.36386  0.22
59 H -3.11418 -4.19314 2.09232  0.21
60 H -4.53493 -5.46371 0.45484  0.20
61 H -3.73533 -5.83793 -1.87055  0.20
62 H -1.51435 -4.87966 -2.60781  0.21
63 H 1.60250 -2.26653 -4.11473  0.21
64 H -0.26036 -1.89728 -3.96640  0.20

Atomic forces in eV per Å
C 0.1 -0.4 0.0
N -0.2 0.8 0.2
C 0.1 -0.8 0.1
C 0.1 0.3 -0.4
C 0.0 0.0 0.4
N -0.2 0.4 0.0
C 0.0 0.4 -0.3
C 0.2 0.5 0.4
C 0.1 -0.2 0.0
C -0.3 -0.3 0.1
C 0.3 -0.1 0.2
C 0.2 0.0 0.1
C -0.1 0.3 -0.1
C -0.1 0.4 -0.3
C 0.1 -0.2 -0.4
O -0.1 -0.9 0.2
H -0.2 -0.3 -0.1
H 0.0 0.1 -0.2
H 0.0 0.2 0.1
H 0.1 -0.1 0.3
H -0.3 0.0 -0.2
H 0.1 0.4 0.2
H 0.1 -0.1 -0.1
H 0.1 0.3 0.1
H -0.4 0.0 0.0
H 0.2 0.1 0.0
H 0.0 0.0 0.0
H -0.3 0.3 -0.2
H 0.2 -0.5 0.1
H -0.1 -0.3 0.1
H 0.3 -0.2 0.2
H 0.3 0.2 0.1
H 0.1 0.2 -0.3
H -0.1 -0.1 -0.3
O 0.6 0.4 1.1
C -1.6 -1.2 -1.9
Co 1.1 0.5 0.6
C 1.2 2.2 -1.4
O -0.9 -0.8 1.5
C -0.2 -0.7 2.8
O 0.7 -0.1 -1.8
C -1.6 1.2 -0.9
C -0.4 -0.9 -0.5
C -0.3 -0.2 -0.4
C 0.2 -0.2 -0.4
C -0.2 0.0 -0.3
C 0.2 0.1 0.3
C -0.1 0.2 0.5
C -2.6 -0.6 -2.2
C 0.0 -2.2 -0.8
Co 3.2 0.6 2.7
C 0.5 0.8 1.9
O -0.2 -0.6 -1.5
C 1.5 1.9 -0.6
O -1.1 -1.2 0.8
C 0.3 -1.8 -0.1
O -0.8 1.1 0.0
H -0.3 0.2 -0.2
H 0.1 -0.2 -0.3
H 0.5 0.2 -0.1
H 0.3 0.2 0.3
H -0.3 0.3 0.5
H -0.4 0.7 0.2
H 0.6 -0.2 0.1

Results
Net charge: -1
Gap between HOMO and LUMO, Eh: 0.22620
Relative energy (zero: lowest compared OMol25 entry of this formula, charge and spin), kJ/mol: 83.7

(2)
A structure of composition C4H9NO at a distorted geometry, computed with ωB97M-V with the def2-TZVPD basis set.

Last column: natural (NBO) charge in e.
Atoms and positions in Å:
1 C 0.97335 -0.61610 1.31780  -0.73
2 C 1.18430 0.56169 0.43833  0.37
3 N 2.17822 1.26212 0.20481  -0.68
4 H 3.00887 1.11242 0.78541  0.35
5 H -0.28026 1.02680 0.00398  0.13
6 H -0.09203 -0.83401 1.40870  0.22
7 H 1.45864 -1.48926 0.87403  0.24
8 H 1.39998 -0.42534 2.30610  0.24
9 C -1.07034 0.55287 -1.08268  -0.04
10 C -2.17702 -0.20860 -0.70220  -0.46
11 O 0.08662 -0.23114 -1.48323  -0.72
12 H -0.15699 -1.17159 -1.35254  0.47
13 H -1.26009 1.30572 -1.84644  0.21
14 H -3.17957 0.12742 -0.93220  0.21
15 H -2.07368 -0.97300 0.06013  0.18

Atomic forces in eV per Å
C -0.2 -0.4 -0.1
C -1.3 1.7 0.1
N -0.7 0.4 0.2
H -0.1 -0.5 -0.3
H 2.0 0.0 0.6
H 0.1 0.0 0.2
H 0.0 0.0 0.1
H -0.1 0.0 -0.1
C -0.5 -2.7 -1.2
C 0.7 1.3 0.4
O -0.5 -0.8 0.0
H 0.1 0.8 -0.3
H 0.3 0.4 0.5
H 0.0 0.2 0.3
H 0.0 -0.4 -0.4

Results
Net charge: 0
Gap between HOMO and LUMO (alpha / beta), Eh: 0.28246 / 0.27530
Relative energy (zero: lowest compared OMol25 entry of this formula, charge and spin), kJ/mol: 583.8

(3)
A cluster of 2 separate species, C21H25O3Si in total at a distorted geometry, computed with ωB97M-V with the def2-TZVPD basis set.

Last column: natural (NBO) charge in e.
Atoms and positions in Å:
1 C -3.14139 -5.78212 -0.15414  -1.14
2 Si -2.01932 -4.66095 0.81315  1.87
3 C -2.46681 -4.61588 2.61875  -1.16
4 C -0.21847 -4.95062 0.44878  -1.15
5 O -2.36825 -3.07486 0.15961  -0.80
6 C -1.87343 -1.90307 0.46658  0.63
7 C -2.19073 -0.96375 1.45711  -0.41
8 C -1.16215 -0.00968 1.43155  -0.26
9 C -0.32953 -0.32697 0.39502  0.01
10 O -0.77912 -1.48410 -0.18954  -0.43
11 H -2.99900 -6.82958 0.14892  0.25
12 H -4.19447 -5.51799 0.01337  0.25
13 H -2.93389 -5.70497 -1.23016  0.25
14 H -2.26395 -5.59259 3.08398  0.25
15 H -1.89441 -3.85380 3.16454  0.25
16 H -3.53770 -4.39865 2.74253  0.25
17 H 0.08681 -5.95343 0.78280  0.25
18 H -0.03106 -4.87739 -0.63230  0.25
19 H 0.41730 -4.21152 0.95518  0.25
20 H -3.05852 -1.02665 2.10390  0.24
21 H -1.07441 0.84453 2.09772  0.23
22 H 0.63421 0.07462 0.14642  0.20
23 C 3.08085 5.77074 2.93076  -0.27
24 O 1.68752 5.54905 2.61463  -0.45
25 C 1.35406 4.76046 1.56042  0.43
26 C -0.03412 4.52804 1.37354  -0.30
27 C -0.45814 3.65224 0.41027  -0.02
28 C 0.46861 2.98400 -0.45720  -0.23
29 C -0.03689 1.94111 -1.27117  0.13
30 C 0.64124 1.20223 -2.28740  -0.18
31 C -0.14501 0.66586 -3.35313  -0.11
32 C 0.42150 -0.14945 -4.31919  -0.21
33 C 1.80046 -0.42556 -4.29594  -0.14
34 C 2.59586 0.11719 -3.27668  -0.16
35 C 2.02583 0.87579 -2.25535  -0.16
36 C 1.82768 3.41932 -0.40575  -0.07
37 C 2.28400 4.20797 0.64064  -0.32
38 H 3.03989 6.42677 3.80057  0.23
39 H 3.58415 4.82688 3.18735  0.20
40 H 3.60357 6.26794 2.10059  0.20
41 H -0.72650 5.03899 2.03764  0.25
42 H -1.52126 3.43330 0.30808  0.22
43 H -1.11493 1.80245 -1.22481  0.23
44 H -1.21096 0.90214 -3.37289  0.23
45 H -0.20466 -0.57515 -5.10440  0.24
46 H 2.25035 -1.04087 -5.07677  0.24
47 H 3.67274 -0.06226 -3.27112  0.23
48 H 2.63082 1.17715 -1.39856  0.22
49 H 2.53014 3.10489 -1.17501  0.23
50 H 3.35148 4.41820 0.75711  0.25

Atomic forces in eV per Å
C 0.0 0.0 -0.1
Si -0.2 0.8 -0.4
C 0.1 0.0 0.1
C 0.1 -0.1 0.1
O -0.2 -0.4 -0.2
C -0.2 1.0 1.7
C -0.5 -1.6 -0.6
C 0.1 0.7 -0.3
C -0.5 0.0 0.9
O 0.9 -0.2 -0.5
H 0.0 0.3 -0.1
H 0.2 -0.1 0.0
H -0.1 0.0 0.2
H -0.1 0.3 -0.1
H -0.1 -0.2 -0.1
H 0.3 -0.1 0.0
H 0.0 0.3 -0.1
H -0.1 0.0 0.3
H -0.1 -0.2 -0.1
H 0.3 0.0 -0.1
H 0.1 -0.2 -0.2
H 0.0 -0.4 -0.3
C -0.1 0.0 -0.1
O -0.2 -1.0 -1.3
C 0.2 0.4 0.6
C 0.1 0.1 0.1
C 0.2 -0.2 0.2
C -0.3 -0.1 -0.1
C 0.2 1.4 -0.2
C 0.4 -1.1 -0.6
C 0.2 0.0 0.6
C 0.3 0.0 -0.1
C -0.3 0.5 0.3
C -0.1 0.0 0.1
C -0.3 0.0 -0.2
C 0.2 -0.1 0.6
C -0.1 0.0 -0.1
H 0.2 -0.1 -0.2
H -0.2 0.3 -0.1
H -0.2 -0.1 0.2
H 0.1 -0.1 -0.1
H 0.3 0.0 0.1
H 0.1 0.0 0.0
H 0.3 -0.2 -0.1
H 0.2 0.2 0.2
H -0.1 0.2 0.3
H -0.4 -0.1 0.1
H -0.1 -0.2 -0.4
H -0.2 0.1 0.3
H -0.5 0.0 -0.2

Results
Net charge: +1
Gap between HOMO and LUMO, Eh: 0.18967

(4)
A structure of composition C19H20InN2 at a distorted geometry, computed with ωB97M-V with the def2-TZVPD basis set.

Last column: natural (NBO) charge in e.
Atoms and positions in Å:
1 C -0.12894 1.29634 -4.08633  -0.35
2 C 1.23275 1.25181 -3.81789  -0.33
3 C 1.44172 1.54907 -2.44939  -0.34
4 C 0.16883 1.78668 -1.87156  -0.35
5 C -0.83294 1.59487 -2.88911  -0.38
6 In -1.06748 -0.63287 -1.44854  1.12
7 N -3.56428 -0.43625 -1.54972  -0.96
8 C 0.68688 -1.92952 -1.97576  -0.62
9 C 2.02691 -1.66216 -2.21137  -0.22
10 H 2.39328 1.62210 -1.92102  0.20
11 H 2.02033 1.07940 -4.53117  0.19
12 H 0.02002 2.15163 -0.86853  0.24
13 H -1.89267 1.83490 -2.78331  0.25
14 H -0.57862 1.20530 -5.04614  0.20
15 H 2.18847 -1.23885 -3.20930  0.24
16 H 0.27325 -2.33760 -1.02036  0.25
17 H -3.02242 -0.79064 -2.37868  0.24
18 H 2.74549 -1.84077 -1.41026  0.22
19 H -0.01996 -1.85806 -2.75345  0.21
20 C -2.03598 3.07505 2.71352  -0.29
21 C -2.37462 2.72375 1.39628  -0.19
22 C -1.74165 1.65689 0.78495  -0.30
23 C -0.64373 1.00344 1.39360  0.27
24 C -0.27718 1.41184 2.70656  -0.32
25 C -0.99813 2.39322 3.36861  -0.20
26 N 0.03266 0.00244 0.70873  -0.75
27 C 0.57693 -1.04340 1.45887  0.17
28 C 1.81047 -1.63991 1.08481  -0.30
29 C 2.21906 -2.83960 1.62861  -0.21
30 C 1.42919 -3.48343 2.59792  -0.28
31 C 0.25129 -2.86709 3.05100  -0.23
32 C -0.14249 -1.64789 2.52610  -0.22
33 H -2.58393 3.86299 3.22349  0.19
34 H -3.15328 3.27311 0.85368  0.21
35 H -2.13340 1.29483 -0.18572  0.24
36 H 0.56212 0.90199 3.18545  0.21
37 H -0.75308 2.62506 4.40616  0.19
38 H 2.39790 -1.11439 0.32792  0.21
39 H 3.15717 -3.29924 1.29972  0.20
40 H 1.73606 -4.43930 3.00608  0.20
41 H -0.36584 -3.34478 3.81953  0.20
42 H -1.06016 -1.15093 2.86600  0.22

Atomic forces in eV per Å
C -0.3 -0.2 0.3
C 0.4 0.3 0.6
C -0.7 0.2 0.1
C 0.8 -0.4 -0.3
C 0.4 -0.1 0.3
In -2.8 3.6 2.4
N 3.4 -0.8 0.0
C 3.7 -1.1 1.1
C -3.6 -0.2 0.1
H -0.3 -0.1 -0.2
H 0.1 -0.1 -0.2
H -0.1 -0.1 0.0
H 0.3 -0.1 -0.1
H -0.3 -0.2 -0.6
H 0.7 -0.3 0.6
H 1.1 -0.2 -0.6
H -1.8 0.2 -0.8
H 0.0 0.2 -0.7
H -0.2 -0.4 -1.8
C 0.1 0.0 -0.1
C 0.1 0.1 0.6
C 0.1 -0.2 -0.5
C -0.3 -0.2 0.2
C -0.1 -0.3 -0.5
C -0.3 0.2 -0.3
N 0.0 -0.4 -0.2
C -0.2 -0.2 0.0
C -0.6 0.8 -0.2
C -0.2 -0.7 0.6
C 0.1 0.3 -0.2
C 0.4 0.0 0.0
C -0.1 0.1 -0.3
H 0.1 -0.1 0.0
H 0.2 -0.3 0.3
H 0.3 0.4 0.7
H -0.3 0.2 0.0
H 0.0 0.1 -0.3
H -0.2 -0.2 0.4
H -0.3 0.1 0.1
H 0.0 0.0 0.0
H 0.3 0.1 -0.3
H 0.4 -0.3 -0.2

Results
Net charge: -1
Gap between HOMO and LUMO (alpha / beta), Eh: 0.21095 / 0.21160